This record from the Open Molecules 2025 dataset describes a cluster of 9 separate species, C36H99N9O9 in total in a non-equilibrium geometry. The level of theory is ωB97M-V with the def2-TZVPD basis set.

```
153
Properties=species:S:1:pos:R:3:forces:R:3
C 4.387 11.577 4.537 0.0 0.7 0.6
O 4.000 11.370 3.195 0.1 1.8 1.5
C 4.170 10.082 2.765 -1.4 -0.9 -0.3
C 3.140 9.083 3.437 0.1 -0.7 1.7
C 3.341 7.615 3.209 1.3 0.1 -1.3
N 1.765 9.333 3.202 -1.9 2.4 -1.6
H 5.149 10.896 4.916 0.0 -0.5 -0.3
H 3.547 11.556 5.231 -0.3 -0.3 -0.1
H 4.826 12.564 4.683 -0.1 0.2 -0.5
H 3.989 10.238 1.702 -0.1 -1.0 -0.3
H 5.224 9.833 2.885 0.0 -0.8 0.2
H 3.111 9.154 4.524 1.3 0.7 0.4
H 3.094 7.512 2.153 0.0 -0.8 -0.1
H 2.674 7.019 3.833 0.2 0.0 -0.1
H 4.392 7.364 3.347 0.0 -0.5 0.1
H 1.039 8.732 3.568 0.7 -0.2 0.2
H 1.515 9.601 2.261 0.1 -0.1 -0.1
C -0.065 3.821 9.431 -1.4 -0.1 0.7
O -0.661 4.311 8.244 -0.2 -0.5 0.1
C -2.051 4.707 8.298 0.7 1.7 -0.8
C -2.032 6.060 7.558 1.3 0.2 -0.3
C -1.013 7.096 8.059 1.0 -1.3 -0.2
N -3.321 6.689 7.461 -0.8 -0.2 0.0
H -0.115 4.592 10.199 0.4 0.2 0.2
H 0.947 3.426 9.339 0.0 0.5 -0.7
H -0.658 2.991 9.817 -0.1 -0.3 0.1
H -2.669 4.090 7.645 0.0 -0.5 0.4
H -2.545 4.883 9.254 0.5 -0.6 0.6
H -1.656 5.705 6.599 -0.3 0.5 -0.5
H -0.991 7.968 7.405 -0.5 0.2 0.3
H -0.012 6.681 7.942 0.1 -0.1 0.2
H -1.113 7.303 9.124 -0.3 0.4 0.0
H -3.325 7.355 6.703 0.0 -0.1 -0.3
H -3.374 7.277 8.280 -0.5 0.1 0.3
C 8.951 4.652 0.736 0.5 0.5 -0.3
O 8.928 4.284 -0.612 -0.2 0.0 -0.3
C 7.868 3.443 -1.014 0.5 0.1 -1.3
C 7.366 4.003 -2.372 -1.0 0.9 -0.4
C 6.599 5.365 -2.212 -0.1 -0.4 1.3
N 6.550 3.013 -3.084 -0.7 0.3 0.6
H 7.953 4.933 1.072 -0.1 -0.3 0.4
H 9.573 5.546 0.775 0.0 0.0 0.2
H 9.445 3.883 1.329 -0.3 -0.1 0.4
H 8.239 2.428 -1.154 0.2 -0.2 -0.3
H 7.094 3.307 -0.259 -0.4 0.6 0.0
H 8.150 4.372 -3.032 1.0 -0.7 0.4
H 7.276 6.166 -1.915 0.5 -0.1 -0.5
H 5.943 5.397 -1.343 -0.5 -0.6 0.0
H 6.005 5.697 -3.063 0.3 -0.3 -0.2
H 5.992 3.464 -3.795 0.0 -0.1 0.0
H 7.027 2.219 -3.487 0.3 0.2 0.1
C -4.299 1.027 -3.419 -0.5 -1.6 -0.4
O -3.612 2.127 -2.968 -0.3 2.0 0.7
C -4.346 3.385 -2.997 0.0 -0.4 -0.3
C -5.493 3.547 -2.005 -3.1 0.2 0.0
C -6.437 4.808 -2.265 2.2 -0.3 0.2
N -5.047 3.554 -0.653 1.5 0.4 1.4
H -4.158 0.781 -4.472 0.2 0.5 -0.5
H -5.379 1.057 -3.269 -0.1 0.1 0.3
H -3.898 0.143 -2.925 -0.1 0.0 0.4
H -3.587 4.145 -2.816 0.0 0.0 0.3
H -4.715 3.595 -4.001 -0.1 -0.3 -0.3
H -6.273 2.789 -1.938 0.3 -1.1 -1.6
H -7.042 5.054 -1.392 0.0 -0.4 0.1
H -7.083 4.725 -3.139 0.3 -0.1 -0.1
H -5.706 5.613 -2.339 -0.4 0.6 -0.4
H -5.813 3.361 -0.024 -0.2 0.2 0.0
H -4.458 2.740 -0.550 0.5 -0.1 0.2
C 2.295 -0.002 -10.721 -0.8 0.7 0.6
O 1.604 0.827 -9.817 0.1 0.2 2.1
C 2.216 1.114 -8.541 -1.1 0.3 0.1
C 1.098 1.763 -7.693 0.5 1.1 -1.0
C 0.792 3.154 -8.296 -0.7 -0.1 0.3
N 1.448 1.918 -6.264 -0.1 -0.5 -0.6
H 2.295 -1.046 -10.406 0.2 -0.1 0.1
H 3.306 0.394 -10.815 0.1 -0.3 -0.7
H 1.605 0.130 -11.555 0.9 -0.4 -0.8
H 2.546 0.263 -7.944 0.2 -0.7 -0.5
H 3.056 1.797 -8.668 0.2 0.1 -0.1
H 0.240 1.106 -7.831 -0.1 0.0 0.0
H -0.235 3.453 -8.088 -0.2 -0.1 0.2
H 0.864 3.171 -9.384 0.3 -0.1 0.1
H 1.402 3.934 -7.841 0.3 -0.2 -0.1
H 2.001 1.116 -5.999 0.4 -0.2 0.1
H 0.589 1.751 -5.759 -0.2 0.4 0.3
C -3.179 -1.754 1.656 -2.1 -0.7 -0.1
O -2.483 -0.616 1.908 1.8 1.6 0.4
C -1.127 -0.662 1.534 2.1 0.3 0.7
C -0.342 0.433 2.328 -0.2 0.1 0.9
C 1.160 0.657 2.075 -0.3 0.9 -1.9
N -0.383 0.068 3.737 -0.6 -0.6 0.6
H -4.143 -1.612 2.144 -0.1 -0.2 0.3
H -2.737 -2.669 2.052 0.3 -0.1 -0.2
H -3.486 -1.814 0.612 0.5 -0.5 -0.5
H -0.623 -1.568 1.870 -0.4 -0.6 0.1
H -0.939 -0.624 0.461 -0.4 0.4 -0.3
H -0.991 1.307 2.271 0.5 0.7 -0.9
H 1.697 1.491 2.527 -0.8 0.1 1.3
H 1.251 1.088 1.078 0.3 -0.9 -0.8
H 1.803 -0.200 2.276 -0.4 -0.3 -0.4
H 0.066 0.812 4.252 0.1 0.0 0.2
H -1.357 0.119 3.996 -0.2 -0.3 0.4
C 6.490 -4.516 -6.518 0.6 -0.6 1.4
O 5.746 -5.157 -5.492 -1.4 1.0 0.3
C 5.299 -4.176 -4.492 -0.2 -2.5 0.7
C 4.440 -5.042 -3.421 0.6 1.7 -0.1
C 3.605 -4.195 -2.423 -0.3 -0.3 -1.5
N 5.321 -5.798 -2.567 0.8 -0.7 0.0
H 5.896 -3.829 -7.120 0.0 -0.1 -0.2
H 7.004 -5.307 -7.065 -0.4 0.1 -0.4
H 7.277 -4.006 -5.963 0.3 0.7 -0.5
H 6.229 -3.780 -4.084 -0.1 0.1 0.6
H 4.739 -3.334 -4.899 -0.3 -0.2 -0.4
H 3.771 -5.671 -4.008 -0.1 0.0 -0.2
H 3.046 -4.859 -1.764 0.4 -0.1 0.3
H 2.794 -3.719 -2.974 0.2 0.7 0.0
H 4.245 -3.504 -1.875 -0.3 0.0 0.0
H 4.809 -6.216 -1.803 -0.2 0.1 0.1
H 5.737 -6.586 -3.043 0.3 0.0 -0.3
C -2.121 -10.259 0.517 0.3 -0.2 -0.7
O -1.498 -11.448 0.966 0.3 0.2 0.6
C -0.320 -11.080 1.704 -1.5 -1.1 0.3
C 0.246 -12.240 2.496 3.7 0.7 -0.9
C -0.534 -12.992 3.421 -3.3 -1.4 1.5
N 1.450 -11.731 3.195 0.4 0.3 -1.2
H -3.170 -10.456 0.295 0.1 0.0 0.2
H -1.628 -9.934 -0.398 0.0 0.1 -0.3
H -1.993 -9.428 1.210 -0.3 -0.1 0.4
H 0.401 -10.617 1.032 0.2 0.0 0.3
H -0.702 -10.424 2.487 0.4 0.8 0.0
H 0.659 -13.046 1.890 0.1 0.4 -1.0
H -1.192 -12.400 4.057 0.1 0.2 0.3
H 0.096 -13.619 4.052 0.0 0.1 0.0
H -1.193 -13.654 2.860 -0.3 -0.2 0.1
H 1.977 -12.496 3.590 0.0 0.5 0.3
H 1.396 -10.877 3.731 -0.2 -0.4 0.2
C -8.341 -9.349 1.697 -0.6 0.6 -0.8
O -8.490 -8.244 0.837 -0.6 1.2 -0.5
C -9.761 -8.010 0.161 1.9 -0.2 -0.4
C -9.765 -6.518 -0.274 -1.8 -0.8 -2.4
C -10.699 -5.671 0.562 1.2 0.7 0.5
N -10.406 -6.339 -1.662 -0.2 -0.7 1.2
H -8.560 -10.230 1.093 0.0 -0.6 0.5
H -9.009 -9.204 2.547 -0.1 -0.5 0.2
H -7.305 -9.342 2.035 -0.1 -0.1 0.0
H -9.784 -8.594 -0.759 0.4 -0.3 -0.3
H -10.626 -8.427 0.676 -0.1 0.7 0.8
H -8.754 -6.169 -0.485 0.1 0.0 1.1
H -10.993 -4.763 0.035 0.5 0.2 0.0
H -10.109 -5.422 1.443 -0.8 0.2 0.6
H -11.662 -6.148 0.744 0.3 -0.5 0.5
H -11.372 -6.411 -1.374 -0.7 0.3 -0.7
H -10.314 -7.168 -2.231 0.6 -0.3 -0.3
```
Forces are in eV/Å.

Properties
- Kohn-Sham gap: 8.95 eV
- HOMO energy: -8.5651 eV
- Total charge: 0
- 2S+1: 1
- Energy above the lowest of the compared OMol25 structures with the same formula, charge and spin: 725.44 kJ/mol
- SMILES: COC[C@H](C)N.COC[C@H](C)N.COC[C@H](C)N.COC[C@H](C)N.COC[C@H](C)N.COC[C@H](C)N.COC[C@H](C)N.COC[C@H](C)N.COC[C@H](C)N
- Total energy: -2600.55813 Ha

Results of the Löwdin charge analysis, in e, for atoms 1 through 99: atom 1 (C): -0.1154, atom 2 (O): -0.1777, atom 3 (C): -0.1959, atom 4 (C): -0.4579, atom 5 (C): -0.0829, atom 6 (N): 0.0175, atom 7 (H): 0.0878, atom 8 (H): 0.0856, atom 9 (H): 0.0827, atom 10 (H): 0.1291, atom 11 (H): 0.1222, atom 12 (H): 0.1218, atom 13 (H): 0.0792, atom 14 (H): 0.0790, atom 15 (H): 0.0727, atom 16 (H): 0.0766, atom 17 (H): 0.0756, atom 18 (C): -0.1088, atom 19 (O): -0.2103, atom 20 (C): -0.1677, atom 21 (C): -0.4657, atom 22 (C): -0.0645, atom 23 (N): 0.0322, atom 24 (H): 0.0816, atom 25 (H): 0.0860, atom 26 (H): 0.0799, atom 27 (H): 0.1199, atom 28 (H): 0.1246, atom 29 (H): 0.1336, atom 30 (H): 0.0755, atom 31 (H): 0.0671, atom 32 (H): 0.0794, atom 33 (H): 0.0711, atom 34 (H): 0.0660, atom 35 (C): -0.1150, atom 36 (O): -0.1977, atom 37 (C): -0.1970, atom 38 (C): -0.3978, atom 39 (C): -0.0605, atom 40 (N): 0.0206, atom 41 (H): 0.0864, atom 42 (H): 0.0865, atom 43 (H): 0.0864, atom 44 (H): 0.1139, atom 45 (H): 0.1215, atom 46 (H): 0.1236, atom 47 (H): 0.0698, atom 48 (H): 0.0667, atom 49 (H): 0.0692, atom 50 (H): 0.0587, atom 51 (H): 0.0646, atom 52 (C): -0.1552, atom 53 (O): -0.1760, atom 54 (C): -0.1551, atom 55 (C): -0.4605, atom 56 (C): -0.0466, atom 57 (N): 0.0224, atom 58 (H): 0.0809, atom 59 (H): 0.0832, atom 60 (H): 0.0853, atom 61 (H): 0.1304, atom 62 (H): 0.1225, atom 63 (H): 0.1163, atom 64 (H): 0.0670, atom 65 (H): 0.0705, atom 66 (H): 0.0681, atom 67 (H): 0.0754, atom 68 (H): 0.0710, atom 69 (C): -0.1014, atom 70 (O): -0.2186, atom 71 (C): -0.1893, atom 72 (C): -0.4191, atom 73 (C): -0.0681, atom 74 (N): 0.0344, atom 75 (H): 0.0821, atom 76 (H): 0.0874, atom 77 (H): 0.0943, atom 78 (H): 0.1138, atom 79 (H): 0.1261, atom 80 (H): 0.1305, atom 81 (H): 0.0657, atom 82 (H): 0.0693, atom 83 (H): 0.0730, atom 84 (H): 0.0533, atom 85 (H): 0.0669, atom 86 (C): -0.1509, atom 87 (O): -0.1758, atom 88 (C): -0.1953, atom 89 (C): -0.4157, atom 90 (C): -0.0684, atom 91 (N): 0.0105, atom 92 (H): 0.0892, atom 93 (H): 0.0954, atom 94 (H): 0.0868, atom 95 (H): 0.1189, atom 96 (H): 0.1240, atom 97 (H): 0.1301, atom 98 (H): 0.0695, atom 99 (H): 0.0692